2 unconnected molecules or ions with the total composition C7H5ClNO2P in a non-equilibrium geometry, computed with ωB97M-V/def2-TZVPD.

Properties
E_HOMO	-9.51	eV
total charge	0
E_LUMO	-0.07	eV
gap between HOMO and LUMO	0.3470	Ha
SMILES string	c1ccc2oncc2c1.O=PCl

Last column: natural (NBO) charge in e.
Atoms and positions in Å:
C  -2.61583  0.36946  0.49656  -0.227
C  -2.71025  -0.49254  -0.59359  -0.170
C  -1.62061  -1.09234  -1.15099  -0.263
C  -0.33327  -0.79269  -0.73598  0.311
O  0.90675  -1.15850  -1.07167  -0.285
N  1.82560  -0.51329  -0.24689  -0.137
C  1.18407  0.21938  0.55497  0.000
C  -0.20255  0.18431  0.35734  -0.172
C  -1.33866  0.82240  0.90056  -0.158
H  -3.47142  0.72982  0.97064  0.218
H  -3.66078  -0.87419  -0.79593  0.218
H  -1.77702  -1.54961  -2.02270  0.216
H  1.80559  0.72664  1.32661  0.252
H  -1.02731  1.75888  1.46359  0.231
O  4.33690  0.50714  1.51046  -1.032
P  4.45969  -0.14108  0.22438  1.359
Cl  4.23910  1.29620  -1.18738  -0.362

---

A gas-phase ion, C7H5ClNO2S (charge -1) in a non-equilibrium geometry, computed with ωB97M-V/def2-TZVPD.

Properties
E_HOMO	-3.87	eV
total charge	-1
E_LUMO	3.09	eV
gap between HOMO and LUMO	0.2558	Ha

Last column: natural (NBO) charge in e.
Atoms and positions in Å:
C  1.56168  1.93299  -0.42976  -0.312
C  2.53702  1.21896  0.10904  -0.094
C  0.42075  1.01855  -0.46743  -0.207
C  0.83698  -0.21980  0.07492  0.053
C  -2.93264  -1.20409  -0.58380  0.765
C  -0.13063  -1.27480  0.26952  -0.384
C  -1.91583  -0.12028  0.22834  -0.290
N  2.15279  -0.09384  0.34686  -0.515
O  -2.73915  -1.13129  -1.80186  -0.750
O  -3.65938  -1.88158  0.08087  -0.712
S  -1.35460  1.32107  -0.70625  0.255
Cl  -2.25185  0.26415  1.90160  -0.057
H  1.55437  3.00172  -0.57526  0.220
H  3.53925  1.61017  0.28589  0.192
H  -0.46707  -1.71833  -0.60085  0.228
H  0.00684  -2.01196  1.08963  0.204
H  2.84146  -0.71164  0.77853  0.406

---

Q: Which of these has the highest total charge?
A: C7H5ClNO2P

---

Q: Look up the E_HOMO of the first one.
A: -9.51 eV

---

Please write out number 2 again, unchanged.
A gas-phase ion, C7H5ClNO2S (charge -1) in a non-equilibrium geometry, computed with ωB97M-V/def2-TZVPD.

Properties
E_HOMO	-3.87	eV
total charge	-1
E_LUMO	3.09	eV
gap between HOMO and LUMO	0.2558	Ha

Last column: natural (NBO) charge in e.
Atoms and positions in Å:
C  1.56168  1.93299  -0.42976  -0.312
C  2.53702  1.21896  0.10904  -0.094
C  0.42075  1.01855  -0.46743  -0.207
C  0.83698  -0.21980  0.07492  0.053
C  -2.93264  -1.20409  -0.58380  0.765
C  -0.13063  -1.27480  0.26952  -0.384
C  -1.91583  -0.12028  0.22834  -0.290
N  2.15279  -0.09384  0.34686  -0.515
O  -2.73915  -1.13129  -1.80186  -0.750
O  -3.65938  -1.88158  0.08087  -0.712
S  -1.35460  1.32107  -0.70625  0.255
Cl  -2.25185  0.26415  1.90160  -0.057
H  1.55437  3.00172  -0.57526  0.220
H  3.53925  1.61017  0.28589  0.192
H  -0.46707  -1.71833  -0.60085  0.228
H  0.00684  -2.01196  1.08963  0.204
H  2.84146  -0.71164  0.77853  0.406

---

Q: Which value of total charge does entry 1 give?
A: 0